Entry from OMol25: the molecule C6H11N3O2 at a distorted geometry (wB97M-V/def2-TZVPD).

Structure (XYZ):
```
22
Properties=species:S:1:pos:R:3:forces:R:3:nbo_charge:R:1
H -2.218 0.059 2.174 -0.438 -0.667 0.668 0.4150
O -1.725 -2.095 1.471 -1.194 -0.817 -0.248 -0.4067
H 2.255 0.223 -0.346 -0.351 -1.692 1.791 0.1949
C 0.094 1.382 -1.473 1.610 -2.112 0.845 -0.4434
C -1.467 0.975 0.447 2.081 -1.649 3.487 -0.1105
H 1.617 -1.557 -0.082 0.285 2.151 0.978 0.2302
C -0.196 -0.223 1.944 -0.419 -1.080 -1.687 0.2513
H 0.922 -0.506 -2.655 -0.653 1.606 0.559 0.2215
H 1.085 1.797 -1.438 0.617 0.370 0.007 0.2194
C 1.799 -0.528 0.447 -0.212 0.880 -2.701 -0.4091
N 0.567 0.182 0.868 1.403 1.130 -2.133 -0.4234
H -2.195 1.631 0.225 -2.670 1.729 -0.841 0.2052
H -0.538 2.162 -1.813 -0.901 0.605 0.046 0.2298
H 0.227 -0.395 2.903 0.676 -0.085 0.656 0.2090
N -1.370 0.479 1.878 -0.284 1.899 -2.846 -0.5904
C 0.066 0.240 -2.507 0.734 0.929 -2.215 -0.6085
H -0.766 -0.406 -2.316 -0.875 -0.106 -0.161 0.2176
O 0.324 -2.641 1.075 -0.942 0.411 0.661 -0.4438
N -0.552 -1.864 1.467 0.675 -0.388 0.437 0.4533
C -0.277 0.891 -0.117 0.412 -1.311 1.809 0.1653
H -0.081 0.877 -3.468 0.210 -1.885 1.007 0.2102
H 2.429 -0.683 1.316 0.238 0.081 -0.118 0.2130
```
Forces are in eV/Å.

Results
ΔE to the lowest compared entry with this formula, charge and spin, kcal per mole: 88.6
Orbital gap, eV: 8.9
Strongest force on any atom, eV/A: 4.383
Lowest unoccupied orbital energy, eV: 0.89

Entry from OMol25: the molecule C4H13N3 at a distorted geometry (wB97M-V/def2-TZVPD).

Structure (XYZ):
```
20
Properties=species:S:1:pos:R:3:forces:R:3:nbo_charge:R:1
N -0.156 0.259 0.601 -1.067 -0.727 -0.675 -0.6196
H -0.211 -1.034 -1.021 -0.011 0.068 -0.355 0.1960
N -2.843 0.869 -0.023 0.053 -0.046 0.045 -0.8397
H 2.598 -2.103 0.019 -0.206 -0.270 -0.164 0.3456
H 2.087 -0.342 -1.019 -0.269 0.407 -0.132 0.1805
H 1.413 0.998 1.634 0.146 0.311 -0.151 0.1922
C -0.675 -0.087 -0.743 0.333 0.414 1.119 -0.2278
H -0.341 0.736 -1.396 -0.388 -0.315 -0.511 0.1600
H -2.519 -0.143 -1.767 -0.247 -0.621 -0.064 0.1967
C 1.172 0.828 0.576 -0.113 -0.231 0.958 -0.2275
H 3.208 0.344 0.091 0.007 -0.091 0.334 0.1768
H -2.458 -1.209 -0.266 -0.072 -0.198 -0.372 0.1760
H 1.206 1.790 0.046 0.214 -0.008 -0.149 0.1676
C -2.208 -0.254 -0.731 0.883 0.921 0.219 -0.2285
H -0.836 0.901 0.985 0.534 0.336 0.201 0.3517
H -3.845 0.796 -0.116 -0.224 0.085 -0.191 0.3583
H -2.692 0.777 0.972 0.019 -0.047 0.200 0.3428
C 2.222 -0.132 0.044 -0.330 -0.690 -0.653 -0.2340
N 2.117 -1.485 0.663 1.149 0.651 0.043 -0.8112
H 2.760 -1.511 1.453 -0.408 0.052 0.297 0.3441
```
Forces are in eV/Å.

Results
ΔE to the lowest compared entry with this formula, charge and spin, kcal per mole: 24.0
Orbital gap, eV: 9.6
Strongest force on any atom, eV/A: 1.457
Lowest unoccupied orbital energy, eV: 1.16

Entry from OMol25: the molecule C3H6N2O2S at a distorted geometry (wB97M-V/def2-TZVPD).

Structure (XYZ):
```
14
Properties=species:S:1:pos:R:3:forces:R:3:nbo_charge:R:1
H -0.761 -1.648 -0.079 -2.037 0.747 3.429 0.1986
H 1.442 1.395 1.942 0.586 -3.367 -1.676 0.1938
C -1.434 -1.106 0.871 4.152 0.880 -1.581 -0.2626
O 0.765 1.288 -2.291 1.118 -2.716 0.576 -0.5376
H -2.490 -1.330 0.793 0.075 -0.128 0.365 0.2082
C -0.248 0.601 -0.401 2.901 -1.897 5.684 0.7153
O -1.314 0.347 0.396 -0.791 -0.848 -0.589 -0.5362
N -0.475 1.072 -1.620 -0.111 -1.557 -4.244 -0.2966
H -1.092 0.454 -2.341 1.385 1.873 2.722 0.3978
S 2.574 -0.973 1.496 0.538 -0.132 1.189 -0.1251
N 0.973 0.345 0.110 -4.315 1.770 -4.590 -0.5800
H -0.895 -1.146 1.962 -1.524 -0.315 -2.948 0.2359
C 1.596 0.302 1.245 -0.049 2.596 2.096 -0.0891
H 1.359 0.399 -2.083 -1.928 3.095 -0.432 0.4774
```
Forces are in eV/Å.

Results
ΔE to the lowest compared entry with this formula, charge and spin, kcal per mole: 153.4
Orbital gap, eV: 8.3
Strongest force on any atom, eV/A: 6.657
Lowest unoccupied orbital energy, eV: 0.06

Entry from OMol25: the molecule H3NO2S at a distorted geometry (wB97M-V/def2-TZVPD).

Structure (XYZ):
```
7
Properties=species:S:1:pos:R:3:forces:R:3:nbo_charge:R:1
O 0.051 0.381 0.718 -3.874 2.600 -0.491 -0.6136
H -0.635 2.335 -0.264 0.881 -2.169 0.587 0.3483
N -0.457 1.302 -0.526 1.830 1.386 0.186 -0.5588
S 1.242 -0.525 0.526 3.405 -1.655 -0.481 0.8712
H 0.224 -2.410 0.343 -1.617 -1.244 1.283 0.4734
H -1.371 0.974 -0.679 -1.438 -1.046 0.018 0.3325
O 0.947 -2.057 -0.118 0.814 2.129 -1.102 -0.8529
```
Forces are in eV/Å.

Results
ΔE to the lowest compared entry with this formula, charge and spin, kcal per mole: 77.0
Orbital gap, eV: 9.2
Strongest force on any atom, eV/A: 4.692
Lowest unoccupied orbital energy, eV: 0.68

Entry from OMol25: a structure of composition C38H50FeN6O3S4Si (wB97M-V/def2-TZVPD).

Structure (XYZ):
```
103
Properties=species:S:1:pos:R:3:forces:R:3:mulliken_spin:R:1
C -0.276 5.248 2.951 -0.056 -0.010 0.005 -0.0003
H -1.973 0.984 4.226 -0.052 0.046 -0.003 -0.0016
C -0.326 -2.973 0.054 0.042 -0.061 -0.021 0.0041
C -1.087 4.027 3.366 0.018 0.068 0.006 0.0040
C -1.512 -4.337 -1.489 0.052 0.024 0.024 -0.0104
C -2.201 3.025 -2.803 0.070 -0.112 0.019 0.0038
N -1.774 1.474 -1.047 -0.090 -0.058 0.056 -0.0474
C 4.045 1.105 4.006 0.003 0.060 -0.032 0.0004
C -2.611 -6.273 3.098 0.019 0.055 -0.010 -0.0133
C -1.457 2.006 -2.233 0.086 0.047 -0.012 0.0292
C -1.546 -3.255 -2.348 0.059 0.034 0.015 0.0266
C -1.005 -0.836 -2.826 -0.079 -0.041 -0.045 0.0054
H -2.293 -2.003 3.382 -0.015 0.007 0.013 0.0010
C -2.211 3.767 2.376 0.010 0.029 0.032 -0.0014
S -6.054 -3.114 -0.970 -0.209 0.019 -0.142 -0.0435
H -1.983 -0.357 -2.727 0.039 0.006 -0.007 -0.0079
C 0.386 -1.427 3.534 -0.089 -0.028 0.007 -0.0104
N -0.392 -1.905 -0.747 -0.396 0.022 0.092 -0.0050
H 0.095 -2.115 4.330 -0.020 -0.015 0.007 -0.0002
H 4.430 0.881 3.009 -0.032 0.033 0.035 0.0001
Si 0.526 1.884 2.374 -0.106 -0.031 0.234 -0.0269
C 2.983 -0.036 0.445 0.048 -0.023 0.115 0.0030
H -2.526 -8.346 3.646 0.013 -0.027 0.020 0.0011
H -0.350 0.811 4.895 0.071 0.036 0.024 0.0003
H 5.773 0.173 -1.434 0.027 -0.002 -0.011 0.0001
N -4.029 -3.547 0.521 -0.048 -0.055 -0.052 0.3022
H -1.852 -5.967 3.805 0.026 -0.001 0.033 -0.0002
C 2.433 -0.162 -1.778 0.025 0.043 -0.055 0.0104
H -0.899 -1.130 -3.880 0.000 -0.014 0.060 -0.0009
H -2.910 -4.282 2.371 -0.013 -0.007 -0.006 0.0124
H -1.561 -0.438 5.192 -0.007 -0.023 -0.002 0.0002
C 4.729 0.073 -1.171 -0.066 -0.009 0.024 0.0021
C -3.300 3.515 -2.118 -0.034 -0.037 0.116 0.0001
H 1.282 -1.492 -2.932 -0.005 0.037 0.003 -0.0004
H 1.250 -0.856 3.860 0.039 0.046 0.043 0.0022
N 2.049 -0.148 -0.501 -0.114 -0.084 -0.043 0.0311
H 2.400 4.023 3.142 -0.057 0.036 -0.006 -0.0019
H 1.424 2.957 5.267 -0.057 0.057 -0.026 -0.0001
C 3.762 -0.031 -2.156 -0.087 -0.014 0.096 0.0000
H 4.025 -0.016 -3.204 0.013 0.000 -0.040 -0.0003
H -0.913 6.132 2.904 -0.032 0.028 0.004 0.0000
N -4.752 -4.654 0.566 -0.058 0.090 -0.180 0.1416
H 4.073 3.817 3.661 0.030 0.017 0.027 0.0001
S 0.745 2.541 0.454 0.074 0.207 -0.129 0.0841
H -2.198 3.310 5.077 -0.030 -0.052 0.009 0.0000
H -1.810 3.702 1.366 0.016 -0.010 -0.044 0.0038
H -4.272 -9.007 2.024 -0.008 -0.040 0.000 -0.0005
H -2.300 5.059 4.832 -0.011 0.029 -0.021 0.0001
H -1.763 -1.743 1.717 0.028 0.013 -0.006 0.0079
O 1.845 1.335 3.185 -0.079 -0.024 0.016 -0.0038
C -3.626 2.965 -0.889 0.056 -0.024 -0.051 -0.0135
Fe -0.152 0.311 -0.106 0.626 -0.178 -0.180 3.7922
C 1.361 -0.409 -2.810 0.013 0.046 -0.050 0.0097
S -7.101 -5.800 -0.319 -0.003 -0.068 0.076 0.2227
C -0.772 -0.495 3.205 -0.008 0.009 -0.055 0.0096
H 2.134 1.452 5.866 -0.023 -0.041 0.011 0.0000
C -3.203 -5.318 2.292 0.039 -0.080 0.213 0.0121
H -0.330 1.494 -3.992 0.009 -0.008 0.062 -0.0021
C -4.577 -7.030 1.289 0.121 -0.003 -0.032 0.0274
H -3.895 4.313 -2.539 -0.025 0.034 -0.021 0.0001
C -1.638 4.195 4.778 0.046 0.003 -0.088 -0.0003
H 0.638 2.082 -2.628 -0.011 0.000 0.037 -0.0062
O -0.349 0.426 2.141 -0.033 0.160 -0.010 0.0402
H -3.041 1.494 0.568 -0.003 -0.004 0.016 0.0059
O -0.206 2.896 3.421 0.023 -0.136 0.031 -0.0032
H -2.811 -0.564 2.498 -0.001 0.018 0.005 0.0016
H 4.851 1.550 4.589 0.014 0.017 0.018 -0.0001
C -1.976 -1.246 2.662 0.030 -0.029 0.055 -0.0067
C -0.876 -4.198 -0.264 0.075 -0.008 -0.059 0.0040
H 1.668 -0.011 -3.785 -0.007 0.010 0.059 0.0013
H -2.005 -3.326 -3.324 -0.017 -0.001 -0.034 -0.0009
C -0.217 1.456 -2.899 -0.076 0.011 -0.027 -0.0049
C 4.331 0.054 0.157 0.061 0.016 -0.049 -0.0016
H 3.086 2.939 5.874 0.036 0.009 0.025 0.0001
C -4.190 -5.701 1.388 -0.101 0.079 0.021 -0.0078
C -0.981 -2.055 -1.937 0.092 0.064 -0.080 0.0146
C 3.235 3.323 3.170 0.024 -0.016 0.014 0.0045
H 3.750 0.171 4.485 -0.018 -0.031 0.010 -0.0001
C -2.990 -7.605 3.011 0.032 0.008 0.026 0.0278
H 0.676 -2.018 2.670 0.057 -0.036 -0.098 0.0033
H 3.517 3.091 2.143 0.020 -0.019 -0.026 -0.0013
S -3.788 -1.157 -0.496 -0.208 0.253 -0.175 0.4678
C -5.951 -4.663 -0.175 0.225 0.155 0.104 -0.0605
C -3.968 -7.973 2.107 -0.056 0.010 -0.063 -0.0173
H -2.941 4.575 2.413 -0.026 0.041 -0.008 -0.0005
H -1.957 -5.281 -1.774 -0.019 -0.041 -0.018 -0.0005
H 0.199 -2.830 0.985 -0.015 0.003 0.071 0.0065
C 2.338 2.372 5.319 0.039 -0.060 -0.055 0.0003
C -4.561 -2.595 -0.259 0.200 -0.330 0.219 -0.0808
H -2.721 2.834 2.623 -0.031 -0.055 0.026 -0.0005
H -0.799 -5.022 0.429 -0.009 -0.030 0.031 -0.0015
C -1.184 0.271 4.454 -0.008 -0.025 -0.018 0.0038
H 2.634 0.012 1.469 -0.014 -0.014 -0.005 0.0100
H -0.823 4.341 5.486 0.035 0.000 0.017 -0.0001
H 0.170 5.089 1.969 0.015 -0.010 -0.035 0.0007
C -2.833 1.947 -0.393 -0.133 0.065 0.009 0.0381
H -4.472 3.314 -0.318 -0.041 0.019 0.020 -0.0002
H 0.517 5.438 3.673 0.032 0.002 0.037 0.0002
C 2.856 2.054 3.921 0.072 -0.032 -0.054 -0.0027
H -1.917 3.424 -3.766 0.011 0.012 -0.030 0.0004
H -5.326 -7.342 0.588 -0.096 -0.007 -0.088 0.0016
H 5.050 0.132 0.960 -0.006 -0.005 -0.018 -0.0001
N 0.041 0.102 -2.419 0.026 -0.067 -0.033 0.0056
```
Forces are in eV/Å.

Results
Spin multiplicity: 6
ΔE to the lowest compared entry with this formula, charge and spin, kcal per mole: 1.1
Total charge: +1
<S²>: 8.801
Orbital gap (alpha / beta), eV: 8.0 / 5.3
Strongest force on any atom, eV/A: 0.675
Lowest unoccupied orbital energy (alpha / beta), eV: -2.25 / -5.04

Entry from OMol25: a structure of composition C33H24CrNO3 at a distorted geometry (wB97M-V/def2-TZVPD).

Structure (XYZ):
```
62
Properties=species:S:1:pos:R:3:forces:R:3:nbo_charge:R:1
C 2.440 -1.587 0.669 0.701 0.165 -0.135 -0.1472
H -4.523 0.546 4.204 0.118 0.034 -0.098 0.2759
H 2.320 -3.728 1.032 0.311 0.228 0.062 0.2069
H 2.731 0.832 2.508 -0.229 0.035 0.257 0.2617
H -1.695 1.962 -1.850 0.289 0.220 -0.302 0.2591
H -4.957 2.002 3.290 0.026 -0.227 0.043 0.2402
C 1.031 -1.256 0.444 0.234 -1.008 -1.144 0.0603
C -1.150 2.875 -3.747 -0.260 0.472 -0.364 -0.1645
H -0.818 4.194 3.255 -0.297 -0.142 -0.060 0.2526
C -0.143 -2.106 0.665 -0.811 0.237 0.207 -0.1414
C 0.327 0.099 -5.810 1.340 -3.207 -3.664 0.7445
H 2.323 1.243 -3.142 -0.297 0.341 -0.079 0.2788
H -1.458 -0.499 0.028 -0.006 -0.374 0.081 0.2118
C -1.160 3.170 3.111 -2.028 1.011 0.216 -0.2536
N 1.141 2.255 2.718 -2.221 1.400 -0.099 -0.5347
C -0.898 2.155 -2.574 -0.482 -0.006 1.533 -0.1701
H 1.920 2.584 -5.211 -0.281 -0.086 0.139 0.2788
C -0.134 3.049 -4.696 0.162 1.251 -0.111 -0.1898
O 0.600 -0.548 -6.741 -0.846 2.603 3.270 -0.3748
C 5.229 -1.986 1.108 -0.251 0.026 0.084 -0.1707
H 3.039 0.446 0.190 0.135 -0.334 0.074 0.2116
C -0.156 -3.417 1.191 -0.079 0.014 -0.096 -0.1283
C -2.597 -2.257 0.481 0.376 0.048 0.111 -0.2135
O -2.976 0.016 -5.509 3.234 1.899 1.798 -0.3816
C -2.898 1.455 3.121 -0.492 -1.915 -0.173 0.1757
C 1.369 1.753 -3.300 1.306 -0.298 1.041 -0.2188
C 0.810 -0.140 -0.380 -0.214 1.062 -0.613 0.0336
H 1.679 3.110 2.783 -0.128 -0.154 -0.041 0.4438
C -0.371 -0.808 -3.528 -0.262 -4.102 1.371 0.7519
C 4.320 -3.036 1.273 -0.018 0.181 -0.153 -0.2102
H -3.254 3.543 3.498 0.304 -0.147 -0.045 0.2497
H -1.285 -5.215 1.534 -0.028 0.363 0.024 0.2390
O -0.426 -1.915 -3.165 0.242 3.693 -1.106 -0.4165
C -1.411 -1.536 0.366 -0.140 -0.305 -0.212 -0.2105
H -0.332 3.597 -5.621 0.055 -0.262 0.329 0.2798
H 0.744 -3.863 1.597 -0.351 0.004 -0.207 0.2100
H 4.673 -4.016 1.598 -0.099 0.269 -0.228 0.2378
H 5.439 0.103 0.564 -0.167 -0.278 0.019 0.2287
C 2.960 -2.855 1.012 0.076 0.119 0.102 -0.1187
H 0.693 -0.996 2.824 0.217 0.335 -0.372 0.2674
C 1.665 0.993 2.612 -1.031 -2.033 0.084 0.0873
C 0.613 0.824 -1.113 0.094 -0.236 -0.286 -0.0302
C 1.128 2.486 -4.468 0.159 0.428 -0.441 -0.1433
C -1.945 0.455 2.883 0.654 -0.370 -0.135 -0.2258
H -3.484 -4.170 0.956 0.297 0.092 -0.051 0.2371
C 3.389 -0.544 0.493 0.231 -0.068 0.128 -0.2182
H -4.692 0.460 2.449 0.157 0.014 0.148 0.2555
C -4.345 1.096 3.271 -0.028 0.397 -0.122 -0.6711
H -3.543 -1.764 0.254 0.229 -0.223 0.031 0.2211
C 0.387 1.651 -2.291 0.165 -0.598 1.116 -0.0415
C -1.331 -4.171 1.221 -0.056 0.245 0.153 -0.2078
H -2.150 3.274 -3.923 0.300 -0.165 -0.048 0.2754
C -2.033 0.468 -4.995 -3.962 -2.324 -1.698 0.7435
H 6.294 -2.139 1.282 -0.323 0.021 -0.014 0.2385
C -2.497 2.795 3.257 2.040 2.171 -0.001 -0.1402
C 0.628 0.066 2.615 0.597 0.529 1.172 -0.3064
C -0.241 2.181 2.797 2.509 0.272 0.333 0.3701
C -0.603 0.802 2.736 -0.216 -1.002 0.098 -0.0041
Cr -0.350 0.937 -4.239 -0.753 -0.622 -1.880 -0.6724
H -2.232 -0.596 2.822 -0.034 0.338 0.081 0.2572
C -2.561 -3.596 0.887 0.133 0.097 -0.093 -0.1785
C 4.753 -0.733 0.706 -0.304 -0.127 -0.030 -0.2014
```
Forces are in eV/Å.

Results
Spin multiplicity: 4
ΔE to the lowest compared entry with this formula, charge and spin, kcal per mole: 0.0
Total charge: +2
<S²>: 3.829
Orbital gap (alpha / beta), eV: 6.6 / 4.7
Strongest force on any atom, eV/A: 5.050
Lowest unoccupied orbital energy (alpha / beta), eV: -5.45 / -9.19